A molecular structure, C15H19BrNO3S in a non-equilibrium geometry. Source: the OMol25 dataset; level of theory: ωB97M-V with the def2-TZVPD basis set.

Cartesian coordinates (Å):
C -2.025 -0.034 2.959
H -0.963 0.247 3.117
H -2.303 -1.012 3.041
H -2.555 0.717 3.484
O -2.050 0.423 1.609
C -1.573 -0.478 0.728
C -0.729 -1.533 1.088
C 0.002 -2.229 -0.240
C -0.345 -1.990 -1.526
C -1.326 -0.868 -1.732
C -1.916 -0.332 -0.833
O -2.601 0.722 -1.213
C -2.613 2.258 -0.408
C -1.459 2.695 -0.583
C -0.839 3.679 -1.514
C 0.343 3.974 -1.131
C 0.933 3.562 -0.049
S -0.177 2.371 0.720
H 1.908 3.591 0.062
H 0.820 4.653 -1.840
H -1.462 3.998 -2.290
H -3.538 2.481 -0.956
H -3.135 1.876 0.522
Br -1.850 -0.600 -3.444
H 0.119 -2.572 -2.553
C 0.909 -3.208 0.099
H 1.207 -3.754 -0.581
H 0.606 -3.958 0.843
N 2.182 -2.621 0.689
H 2.806 -3.210 1.005
H 1.992 -1.890 1.181
C 2.995 -1.697 -0.515
H 3.904 -1.750 -0.326
H 2.735 -2.055 -1.383
C 2.377 -0.270 -0.292
H 1.309 -0.286 -1.053
O 2.248 0.005 0.913
H 1.461 0.686 1.273
H 3.076 0.357 -0.774
H -0.474 -1.948 1.901

Cartesian forces, eV/Å:
3.2 3.9 -1.1
-0.2 -1.3 1.3
-0.7 -2.5 0.5
-1.0 0.2 0.8
-1.9 -1.1 -2.0
1.4 -2.1 -1.5
-1.2 3.0 -11.4
-4.7 2.9 1.8
-0.4 0.5 -1.8
7.7 -9.8 -7.5
-3.6 8.0 12.1
-2.6 1.6 0.9
-12.4 -7.3 1.1
12.6 6.4 -1.0
-8.2 -5.8 2.7
5.1 5.1 -3.4
-4.5 -3.8 2.2
0.2 1.9 -1.6
4.5 0.3 1.4
0.7 0.0 0.5
-0.3 0.7 -1.2
0.9 1.1 -0.6
1.7 1.0 -0.5
-0.2 0.3 -2.2
-1.3 1.8 3.4
0.8 1.0 8.2
2.9 -5.1 -7.4
-0.5 0.5 0.3
-1.0 0.2 -9.3
3.8 -4.0 2.5
-1.5 5.4 5.1
-8.7 2.0 4.8
8.3 -0.6 2.0
-1.4 -2.2 -4.7
-2.2 -2.5 -9.7
3.0 0.4 2.5
-3.6 3.5 9.9
2.8 -2.5 -2.2
0.9 1.1 -1.2
1.7 -2.5 6.3

Values from the calculation:
- maximum force (eV/A) = 14.92
- total charge = +1
- total energy (eV) = -104353.5047
- HOMO-LUMO gap (hartree) = 0.27408

Atom charges from the natural (NBO) analysis, given in e for atoms 1 to 5: atom 1 (C): -0.2437, atom 2 (H): 0.1839, atom 3 (H): 0.1980, atom 4 (H): 0.2177, atom 5 (O): -0.5171

***

2 unconnected molecules or ions with the total composition C2H2N2O2. Source: the OMol25 dataset; level of theory: ωB97M-V with the def2-TZVPD basis set.

Cartesian coordinates (Å):
O -1.378 -1.587 1.641
C -0.892 -0.530 1.705
N 0.085 -0.754 -0.818
C 0.721 0.260 -0.578
N 1.251 1.333 -0.306
O -0.413 0.528 1.806
H 0.537 -1.508 -1.308
H 1.472 1.716 -1.221

Cartesian forces, eV/Å:
0.3 0.7 0.1
-0.2 -0.1 0.3
-0.1 0.5 -0.2
0.0 -0.2 -0.3
0.2 -0.7 -0.4
-0.5 -0.8 0.1
0.1 -0.3 0.3
0.1 0.9 0.0

Values from the calculation:
- maximum force (eV/A) = 0.93
- total charge = 0
- energy above the lowest of the compared OMol25 structures with the same formula, charge and spin (kJ/mol) = 36.0
- SMILES = N=C=N.O=C=O
- total energy (eV) = -9181.4135
- HOMO-LUMO gap (hartree) = 0.40795

Atom charges from the natural (NBO) analysis, given in e for atoms 1 to 5: atom 1 (O): -0.5135, atom 2 (C): 1.0335, atom 3 (N): -0.7540, atom 4 (C): 0.6596, atom 5 (N): -0.7032

***

3 unconnected molecules or ions with the total composition C4H13N3O. Source: the OMol25 dataset; level of theory: ωB97M-V with the def2-TZVPD basis set.

Cartesian coordinates (Å):
C -0.588 0.528 0.031
C 0.549 -0.167 0.442
C -0.287 -1.171 -1.380
C 0.549 -1.124 1.591
N -0.358 1.666 -0.691
N -1.873 0.303 0.521
N 0.318 -0.638 -2.508
O 1.235 1.705 1.415
H 2.160 1.650 1.680
H 1.445 -0.003 -0.129
H -1.169 2.240 -0.875
H 0.430 2.140 -0.199
H -2.291 1.129 0.927
H -1.947 -0.481 1.153
H 1.325 -0.721 -2.525
H 0.046 0.325 -2.688
H 0.154 -2.101 -1.038
H -1.371 -1.198 -1.415
H -0.121 -1.976 1.436
H 0.245 -0.586 2.491
H 1.549 -1.519 1.760

Cartesian forces, eV/Å:
0.0 0.0 -0.1
-0.3 -0.4 -0.5
0.2 0.5 0.5
0.0 0.0 0.0
0.0 -0.1 0.1
0.0 0.0 -0.1
0.0 0.1 0.1
0.1 -0.1 -0.1
-0.1 0.1 0.0
0.0 0.1 0.0
0.0 -0.1 0.0
0.0 -0.1 0.0
0.1 0.0 0.0
0.1 0.0 0.0
-0.1 0.0 0.0
0.0 -0.1 0.0
0.0 0.0 0.0
0.0 0.0 0.0
0.0 0.1 0.0
0.0 0.0 0.0
0.0 0.0 0.0

Values from the calculation:
- maximum force (eV/A) = 0.75
- total charge = 0
- energy above the lowest of the compared OMol25 structures with the same formula, charge and spin (kJ/mol) = 413.1
- total energy (eV) = -10873.3958
- HOMO-LUMO gap (alpha / beta) (hartree) = 0.28527 / 0.28530

Atom charges from the natural (NBO) analysis, given in e for atoms 1 to 5: atom 1 (C): 0.4088, atom 2 (C): -0.0118, atom 3 (C): -0.1585, atom 4 (C): -0.6736, atom 5 (N): -0.8532

***

2 unconnected molecules or ions with the total composition C3H11BrSi2 in a non-equilibrium geometry. Source: the OMol25 dataset; level of theory: ωB97M-V with the def2-TZVPD basis set.

Cartesian coordinates (Å):
C -0.242 -1.308 -1.207
C 2.076 0.047 -0.097
C -0.320 -0.225 1.922
Si -1.026 1.934 -0.898
Si 0.141 0.066 0.097
Br -3.727 0.365 0.776
H -1.266 -1.614 -1.127
H 0.014 -1.245 -2.256
H 0.431 -2.143 -0.919
H 2.430 0.037 -1.139
H 2.625 0.785 0.403
H 2.460 -0.798 0.395
H 0.595 -0.500 2.570
H -0.837 0.573 2.443
H -1.044 -1.077 1.937
H -0.899 3.289 -0.466
H -1.412 1.815 -2.435

Cartesian forces, eV/Å:
0.6 -0.4 1.3
-1.4 0.8 -1.1
0.7 -1.2 0.4
-0.8 -2.3 -0.7
1.1 -0.7 -0.9
1.4 0.8 -0.9
-0.6 -0.4 0.0
0.0 1.0 -0.3
-0.6 0.2 0.3
-0.3 -0.1 0.3
0.6 1.7 0.7
0.1 -1.8 0.5
-1.3 0.3 -1.2
-0.1 0.3 -0.3
0.6 0.5 0.0
-0.2 1.0 0.3
0.3 0.2 1.7

Values from the calculation:
- maximum force (eV/A) = 2.56
- total charge = 0
- energy above the lowest of the compared OMol25 structures with the same formula, charge and spin (kJ/mol) = 233.2
- total energy (eV) = -89085.3745
- HOMO-LUMO gap (hartree) = 0.23878

Atom charges from the natural (NBO) analysis, given in e for atoms 1 to 5: atom 1 (C): -1.0975, atom 2 (C): -1.0706, atom 3 (C): -1.1139, atom 4 (Si): 0.8164, atom 5 (Si): 1.1970

***

2 unconnected molecules or ions with the total composition C12H14ClNO3 in a non-equilibrium geometry. Source: the OMol25 dataset; level of theory: ωB97M-V with the def2-TZVPD basis set.

Cartesian coordinates (Å):
C -4.477 0.569 0.384
C -3.301 -0.414 0.326
Cl -3.021 -1.138 1.939
C -2.029 0.276 -0.164
C -0.748 -0.510 -0.057
C -0.711 -1.887 -0.322
C 0.465 -2.616 -0.200
C 1.596 -1.939 0.201
C 1.582 -0.570 0.432
C 0.412 0.157 0.306
C 2.968 -0.185 0.805
O 3.504 0.883 0.741
N 3.693 -1.404 1.183
C 2.958 -2.457 0.470
O 3.441 -3.497 0.128
H -5.139 0.442 -0.470
H -5.067 0.393 1.280
H -4.111 1.593 0.435
H -3.555 -1.216 -0.365
H -2.195 0.563 -1.207
H -1.917 1.200 0.406
H -1.626 -2.384 -0.614
H 0.500 -3.681 -0.380
H 0.396 1.221 0.509
H 3.471 -1.555 2.169
C 2.028 2.975 -1.661
O 2.269 3.701 -0.466
H 1.476 3.622 -2.339
H 2.960 2.669 -2.143
H 1.437 2.076 -1.458
H 2.744 3.112 0.132

Cartesian forces, eV/Å:
0.1 -0.2 0.3
-0.1 0.4 -0.5
0.0 -0.1 0.1
-0.1 0.0 0.2
-0.2 -0.2 -0.1
0.2 0.2 0.0
-0.3 0.0 -0.1
0.0 0.2 -0.1
-0.1 -0.4 -0.1
0.3 0.2 0.0
0.4 -0.1 0.3
-0.3 0.3 0.2
-0.8 0.0 -0.6
0.4 -0.1 0.0
-0.2 0.1 0.4
0.1 0.1 -0.1
-0.1 0.0 0.0
-0.1 0.1 -0.1
0.0 -0.3 0.3
0.0 0.0 0.0
0.1 0.0 0.0
0.0 -0.1 0.0
0.0 0.0 0.0
0.0 0.0 0.0
0.6 0.0 0.1
0.1 -0.1 0.2
0.0 -0.1 0.0
0.0 0.0 0.0
0.0 0.0 0.0
0.0 0.0 -0.2
0.0 0.0 0.0

Values from the calculation:
- maximum force (eV/A) = 1.01
- total charge = 0
- energy above the lowest of the compared OMol25 structures with the same formula, charge and spin (kJ/mol) = 151.7
- SMILES = C[C@H](Cl)Cc1ccc2c(c1)C(=O)NC2=O.CO
- total energy (eV) = -32826.0396
- HOMO-LUMO gap (hartree) = 0.35125

Atom charges from the natural (NBO) analysis, given in e for atoms 1 to 5: atom 1 (C): -0.6238, atom 2 (C): -0.1768, atom 3 (Cl): -0.0685, atom 4 (C): -0.4643, atom 5 (C): 0.1055

***

C21H26ClN3O2S in the gas phase. Source: the OMol25 dataset; level of theory: ωB97M-V with the def2-TZVPD basis set.

Cartesian coordinates (Å):
O 1.607 2.910 2.440
C 1.688 1.725 2.192
N 2.265 1.217 1.094
H 2.323 0.210 1.017
C 2.904 2.049 0.097
C 1.915 2.974 -0.648
N 0.929 2.359 -1.502
C -0.139 1.642 -0.835
C -1.247 1.368 -1.854
O -0.755 0.623 -2.946
C 0.304 1.303 -3.578
C 1.450 1.573 -2.600
H 2.238 2.137 -3.103
H 1.864 0.603 -2.265
H 0.633 0.664 -4.400
H -0.054 2.262 -3.979
H -2.043 0.770 -1.409
H -1.654 2.325 -2.211
H -0.528 2.255 -0.020
H 0.198 0.676 -0.423
H 2.509 3.650 -1.270
H 1.385 3.569 0.097
H 3.428 1.399 -0.605
H 3.635 2.695 0.594
C 1.086 0.715 3.165
H 1.585 0.836 4.128
H 0.032 0.957 3.293
S 1.259 -1.049 2.733
C -0.175 -1.310 1.689
C -0.018 -1.813 0.415
C -1.173 -1.890 -0.408
N -2.351 -1.481 -0.014
C -2.533 -1.068 1.250
C -3.833 -0.711 1.658
C -4.064 -0.373 2.964
C -3.035 -0.405 3.918
C -1.761 -0.718 3.533
C -1.465 -1.014 2.189
H -0.980 -0.788 4.277
H -3.262 -0.190 4.950
Cl -5.655 0.060 3.477
H -4.623 -0.738 0.926
C -1.116 -2.445 -1.799
C 0.299 -2.574 -2.346
C 1.206 -3.187 -1.288
C 1.327 -2.227 -0.111
H 1.908 -2.681 0.695
H 1.868 -1.334 -0.445
H 2.199 -3.387 -1.698
H 0.785 -4.136 -0.948
H 0.288 -3.189 -3.246
H 0.667 -1.584 -2.623
H -1.720 -1.806 -2.445
H -1.596 -3.428 -1.771

Cartesian forces, eV/Å:
0.0 0.4 0.1
-0.1 -0.5 0.1
0.2 -0.3 -0.3
0.0 0.2 0.1
-0.2 0.5 -0.1
0.2 -0.1 0.2
0.0 -0.1 -0.1
-0.3 -0.1 -0.3
-0.1 0.1 0.5
0.0 -0.2 -0.1
0.4 0.0 -0.1
-0.3 0.0 -0.2
0.0 0.0 0.0
0.0 0.0 0.0
0.0 0.1 0.0
0.0 -0.1 0.0
0.0 0.1 0.0
0.0 -0.1 0.0
0.0 0.0 0.1
-0.1 0.1 0.0
0.0 0.1 0.1
0.1 0.0 -0.1
0.0 0.0 0.1
0.0 -0.1 -0.1
0.0 -0.3 -0.1
-0.1 0.1 0.0
0.1 0.1 0.0
-0.2 -0.1 0.1
0.4 0.0 0.0
0.0 0.2 0.5
-0.2 0.1 0.1
-0.3 -0.1 -0.5
0.5 0.1 0.7
-0.2 0.1 0.3
0.1 -0.1 -0.5
0.2 0.0 0.1
-0.2 0.1 0.2
-0.4 -0.1 -0.4
0.0 0.1 0.0
0.0 0.0 0.1
-0.2 0.0 0.1
-0.1 0.0 -0.1
0.2 0.0 -0.3
-0.1 -0.3 0.1
0.1 0.2 -0.1
0.1 -0.3 0.0
0.0 0.1 -0.1
0.1 0.0 0.0
0.0 -0.1 0.0
0.0 -0.1 0.0
0.0 0.1 0.0
0.1 0.0 0.0
0.0 0.0 0.1
0.0 0.0 0.0

Values from the calculation:
- maximum force (eV/A) = 0.83
- total charge = 0
- energy above the lowest of the compared OMol25 structures with the same formula, charge and spin (kJ/mol) = 33.7
- SMILES = O=C(CSc1c2c(nc3cc(Cl)ccc13)CCCC2)NCCN1CCOCC1
- total energy (eV) = -54123.2067
- HOMO-LUMO gap (hartree) = 0.29871

Atom charges from the natural (NBO) analysis, given in e for atoms 1 to 5: atom 1 (O): -0.6295, atom 2 (C): 0.6617, atom 3 (N): -0.6288, atom 4 (H): 0.4142, atom 5 (C): -0.2455

***

A molecular structure, C6H9NO in a non-equilibrium geometry. Source: the OMol25 dataset; level of theory: ωB97M-V with the def2-TZVPD basis set.

Cartesian coordinates (Å):
C 0.461 1.733 -0.531
C 0.463 0.423 -0.005
C -0.721 0.397 1.129
C -1.405 -0.362 0.046
C 1.888 -0.097 0.257
C 2.035 -1.319 -0.042
H 0.932 2.591 0.261
H -0.352 2.140 -0.802
H 1.404 1.718 -1.303
H -1.006 1.397 1.570
H -0.259 -0.051 1.901
H -0.691 -0.214 -2.022
H 2.655 0.345 0.928
H 2.896 -1.716 0.540
H 1.269 -2.012 -0.330
N -0.413 -0.589 -0.818
O -2.535 -0.591 -0.018

Cartesian forces, eV/Å:
10.8 2.4 0.7
-0.6 -1.0 1.5
2.5 2.1 -2.0
0.0 1.0 2.3
-2.7 2.9 1.4
2.7 -4.6 1.8
-1.2 -2.5 -1.6
-6.1 2.7 -2.6
-2.7 0.7 0.9
-0.3 -1.0 -1.3
0.7 -2.5 2.8
1.1 -1.7 4.9
-0.9 0.5 -0.8
-0.2 -0.5 -1.4
0.0 0.1 -0.7
2.0 2.9 -5.0
-5.0 -1.3 -0.9

Values from the calculation:
- maximum force (eV/A) = 11.08
- total charge = 0
- energy above the lowest of the compared OMol25 structures with the same formula, charge and spin (kJ/mol) = 493.5
- total energy (eV) = -9900.4894
- HOMO-LUMO gap (hartree) = 0.37136

Atom charges from the natural (NBO) analysis, given in e for atoms 1 to 5: atom 1 (C): -0.5822, atom 2 (C): 0.0927, atom 3 (C): -0.5285, atom 4 (C): 0.6550, atom 5 (C): -0.2213

***

A molecular structure, C5H12O2 in a non-equilibrium geometry. Source: the OMol25 dataset; level of theory: ωB97M-V with the def2-TZVPD basis set.

Cartesian coordinates (Å):
C 2.434 -0.995 0.112
C 1.627 0.247 0.331
C 0.217 0.299 0.476
O -0.216 1.348 1.267
C -0.734 -0.159 -0.570
C -2.187 -0.326 -0.250
O -2.708 0.913 0.257
H 3.255 -0.825 -0.594
H 2.903 -1.318 1.055
H 1.837 -1.834 -0.264
H 1.079 1.306 -1.572
H 2.148 1.105 0.750
H 0.037 -0.735 0.943
H -1.116 1.572 0.968
H -0.326 -0.826 -1.326
H 0.319 1.231 -1.722
H -2.400 -1.125 0.481
H -2.712 -0.596 -1.177
H -3.455 0.716 0.836

Cartesian forces, eV/Å:
-0.1 0.0 -0.1
1.1 0.2 0.0
-0.9 -1.2 0.2
-0.2 0.4 0.0
-0.3 0.0 -0.3
0.1 -0.1 -0.2
-0.3 0.0 0.1
-0.1 0.0 0.1
-0.1 0.0 -0.2
0.0 0.2 0.0
-0.4 0.1 -0.2
0.0 -0.1 -0.1
0.1 0.2 0.6
0.2 0.0 0.2
0.0 0.1 0.1
0.6 0.2 -0.1
0.2 0.1 -0.1
0.1 0.0 0.1
0.1 0.1 -0.1

Values from the calculation:
- maximum force (eV/A) = 1.52
- total charge = 0
- energy above the lowest of the compared OMol25 structures with the same formula, charge and spin (kJ/mol) = 555.8
- total energy (eV) = -9469.3752
- HOMO-LUMO gap (alpha / beta) (hartree) = 0.27980 / 0.29796

Atom charges from the natural (NBO) analysis, given in e for atoms 1 to 5: atom 1 (C): -0.6693, atom 2 (C): -0.1230, atom 3 (C): -0.0267, atom 4 (O): -0.7121, atom 5 (C): -0.2388

***

total charge of number 7 (C6H9NO)? 0

***

Which value of total energy does entry 7 give? -9900.4894 eV